# 1
Below is a cluster of 13 separate species, C33H92O13 in total at a distorted geometry, with properties calculated with the ωB97M-V functional and the def2-TZVPD basis.

Each line ends with the Mulliken charge.
Cartesian coordinates (Å):
C1 -2.524 2.577 2.429  -1.433
C2 -2.499 1.424 3.446  1.141
C3 -3.277 1.751 4.802  -1.637
O1 -2.936 0.322 2.776  0.367
H1 -1.599 2.623 1.854  0.094
H2 -2.478 3.479 3.039  0.589
H3 -3.485 2.611 1.916  0.305
H4 -1.458 1.329 3.755  -0.289
H5 -4.161 2.362 4.618  0.385
H6 -2.662 2.302 5.513  0.376
H7 -3.664 0.872 5.317  0.382
H8 -2.778 -0.372 3.420  -0.036
C4 5.937 1.457 -3.447  -1.488
C5 5.423 0.270 -2.622  0.987
C6 4.389 0.667 -1.602  -0.991
O2 4.632 -0.642 -3.401  -0.567
H9 6.458 2.205 -2.849  0.335
H10 5.067 1.914 -3.919  0.282
H11 6.676 1.252 -4.222  0.394
H12 6.282 -0.239 -2.185  0.178
H13 3.663 -0.093 -1.314  -0.085
H14 3.755 1.452 -2.014  0.206
H15 4.503 1.200 -0.658  0.458
H16 4.373 -1.362 -2.821  0.222
C7 1.861 3.935 1.195  -1.841
C8 2.445 3.067 2.287  1.526
C9 3.830 3.541 2.651  -1.795
O3 1.541 3.264 3.375  -0.584
H17 2.373 3.886 0.234  0.388
H18 2.117 4.980 1.373  0.538
H19 0.842 3.829 0.825  0.415
H20 2.570 2.024 1.998  -0.084
H21 3.915 4.518 3.126  0.396
H22 4.505 3.680 1.807  0.367
H23 4.271 2.868 3.387  0.374
H24 1.400 4.209 3.472  0.353
C10 -2.414 -0.706 -4.964  -1.640
C11 -3.020 -0.104 -3.701  0.540
C12 -3.604 -1.231 -2.817  -0.415
O4 -2.064 0.691 -3.000  -0.165
H25 -2.886 -1.643 -5.259  0.329
H26 -1.332 -0.835 -4.923  0.296
H27 -2.499 -0.049 -5.830  0.391
H28 -3.815 0.601 -3.942  0.510
H29 -4.258 -1.957 -3.301  0.511
H30 -4.144 -0.837 -1.955  -0.111
H31 -2.702 -1.787 -2.562  -0.304
H32 -2.510 1.234 -2.346  -0.006
C13 4.224 -4.583 -3.252  -1.100
C14 4.786 -3.868 -2.010  0.742
C15 6.218 -3.349 -2.115  -1.583
O5 4.054 -2.756 -1.527  -0.420
H33 4.920 -5.338 -3.618  0.416
H34 4.131 -3.889 -4.087  0.230
H35 3.281 -5.092 -3.050  0.154
H36 4.768 -4.568 -1.174  0.254
H37 6.427 -2.682 -2.952  0.312
H38 6.876 -4.215 -2.184  0.460
H39 6.742 -2.909 -1.267  0.371
H40 3.138 -2.970 -1.334  0.534
C16 -1.346 7.037 -1.340  -1.475
C17 -0.972 5.621 -1.885  0.879
C18 -1.835 4.450 -1.356  -1.288
O6 -1.042 5.516 -3.237  -0.605
H41 -2.427 7.178 -1.337  0.364
H42 -1.130 7.926 -1.933  0.390
H43 -1.068 7.166 -0.294  0.312
H44 0.043 5.347 -1.597  0.078
H45 -1.459 3.427 -1.393  0.045
H46 -2.729 4.407 -1.978  0.512
H47 -2.104 4.737 -0.340  0.352
H48 -0.895 4.590 -3.447  0.490
C19 0.031 -4.937 -0.079  -1.145
C20 0.632 -4.554 -1.464  0.712
C21 -0.373 -4.284 -2.624  -1.284
O7 1.504 -3.460 -1.204  -0.490
H49 -0.415 -4.165 0.549  0.030
H50 0.811 -5.432 0.499  0.335
H51 -0.758 -5.681 -0.194  0.441
H52 1.179 -5.464 -1.710  0.360
H53 0.017 -4.061 -3.617  0.354
H54 -1.045 -3.448 -2.431  0.110
H55 -0.987 -5.155 -2.852  0.508
H56 0.866 -2.752 -1.313  -0.068
C22 2.916 -0.373 5.724  -1.520
C23 2.145 -0.642 4.431  0.935
C24 1.697 -2.127 4.227  -1.165
O8 0.951 0.182 4.494  -0.450
H57 2.327 -0.417 6.640  0.314
H58 3.161 0.686 5.811  0.364
H59 3.763 -1.045 5.582  0.400
H60 2.736 -0.272 3.593  0.179
H61 1.167 -2.490 5.108  0.311
H62 2.538 -2.818 4.189  0.481
H63 1.097 -2.185 3.319  -0.011
H64 1.236 1.052 4.206  0.142
C25 0.264 -1.350 0.912  -1.376
C26 -0.341 -0.487 -0.122  2.019
C27 0.616 0.621 -0.467  0.479
O9 -0.445 -1.355 -1.236  0.074
H65 -0.347 -2.185 1.253  -0.480
H66 0.389 -0.611 1.705  0.201
H67 1.221 -1.729 0.554  0.645
H68 -1.298 -0.144 0.270  -0.516
H69 0.652 1.272 0.407  -0.161
H70 0.204 1.277 -1.234  -0.242
H71 1.606 0.182 -0.591  -0.597
H72 -0.815 -0.974 -2.036  -0.310
C28 -4.115 -2.601 1.005  -0.520
C29 -5.530 -2.027 1.153  0.291
C30 -6.367 -2.376 2.392  -1.316
O10 -5.252 -0.691 1.218  -0.431
H73 -3.610 -2.414 1.952  -0.192
H74 -3.464 -2.142 0.261  -0.015
H75 -4.090 -3.690 1.032  0.528
H76 -6.005 -2.157 0.181  0.385
H77 -7.335 -1.889 2.514  0.325
H78 -5.762 -2.133 3.265  0.244
H79 -6.412 -3.464 2.439  0.373
H80 -4.752 -0.476 2.009  0.243
C31 -1.686 -3.092 4.311  -0.702
O11 -1.718 -1.684 4.256  -0.559
H81 -1.185 -3.428 3.403  0.147
H82 -1.205 -3.477 5.210  0.332
H83 -2.696 -3.502 4.283  0.338
H84 -0.832 -1.316 4.237  0.261
C32 -4.679 1.964 -1.011  -1.016
O12 -3.323 1.655 -0.809  0.933
H85 -5.357 1.256 -0.535  0.167
H86 -4.927 2.932 -0.573  0.320
H87 -4.905 1.957 -2.077  0.352
H88 -3.125 1.412 0.098  -0.510
C33 0.817 2.120 -4.166  -0.619
O13 -0.379 2.892 -3.843  -0.516
H89 0.987 1.240 -3.546  0.119
H90 0.662 1.784 -5.192  0.363
H91 1.679 2.785 -4.201  0.293
H92 -1.001 2.161 -3.822  0.210

LUMO level, eV: 0.55
Kohn-Sham gap, hartree: 0.34975
Total energy, Ha: -2290.45673
Energy relative to the best compared isomer or geometry (same formula, charge and spin), kcal/mol: 49.9



# 2
Below is the ion C4H5INO4S with charge -1 at a distorted geometry, with properties calculated with the ωB97M-V functional and the def2-TZVPD basis.

Each line ends with the natural charge from an NBO analysis.
Cartesian coordinates (Å):
C1 1.651 -1.818 0.251  -0.969
C2 -0.773 0.072 -0.466  0.673
C3 -1.275 2.625 -0.556  0.812
C4 -1.505 1.267 0.084  -0.624
N1 0.511 0.370 -0.646  -1.001
O1 -0.134 2.780 -1.232  -0.717
O2 -1.327 -0.991 -0.734  -0.642
O3 -2.130 3.491 -0.535  -0.606
O4 2.908 0.163 -1.128  -0.942
S1 1.599 -0.633 -1.008  1.774
I1 1.139 -1.387 -3.303  -0.224
H1 2.749 -2.071 0.262  0.205
H2 0.972 -2.642 -0.091  0.214
H3 -2.570 0.960 0.187  0.247
H4 -1.236 1.197 1.134  0.254
H5 0.643 2.169 -1.204  0.548

LUMO level (spin up / spin down), eV: 2.47 / 2.47
SMILES string: C=[S@@]([O-])(I)=NC(=O)CC(=O)O
Kohn-Sham gap (spin up / spin down), hartree: 0.26747 / 0.26752
Total charge: -1
Total energy, Ha: -1207.02479
Energy relative to the best compared isomer or geometry (same formula, charge and spin), kcal/mol: 26.5



# 3
Below is a structure of composition C22H41ClCoNOP3 at a distorted geometry, with properties calculated with the ωB97M-V functional and the def2-TZVPD basis.

Each line ends with the Löwdin spin population.
Cartesian coordinates (Å):
Co1 -0.721 0.071 0.496  2.482
P1 -2.335 0.454 2.149  0.092
P2 -2.152 -0.448 -0.941  0.065
P3 1.018 0.694 1.487  0.053
H1 -1.419 1.825 -3.457  0.001
C1 -0.339 1.922 -3.489  0.023
C2 0.372 1.206 -4.416  0.018
H2 -0.059 0.486 -5.121  0.001
C3 -2.904 2.175 1.981  0.011
C4 -3.913 -0.476 2.114  0.016
C5 -2.018 0.265 3.942  0.017
C6 -0.985 -0.743 -2.257  0.055
C7 -2.954 -2.074 -0.717  0.000
C8 -3.482 0.630 -1.532  0.014
C9 2.654 0.062 0.946  0.019
C10 1.261 0.481 3.290  -0.004
C11 0.970 2.491 1.290  0.032
H3 0.102 2.767 -2.980  0.000
H4 1.411 1.440 -4.649  0.001
H5 -3.566 2.402 2.826  0.002
H6 -3.458 2.298 1.046  0.000
H7 -2.051 2.862 1.993  0.000
H8 -4.496 -0.181 2.998  0.004
H9 -3.711 -1.552 2.188  0.000
H10 -4.510 -0.271 1.219  0.000
H11 -2.918 0.618 4.464  0.004
H12 -1.159 0.838 4.302  0.000
H13 -1.873 -0.792 4.196  0.000
H14 -1.263 -1.605 -2.876  0.008
H15 0.052 -0.868 -1.890  0.012
H16 -0.927 0.095 -2.938  0.000
H17 -3.697 -2.237 -1.507  0.000
H18 -3.457 -2.068 0.250  0.000
H19 -2.208 -2.874 -0.711  0.000
H20 -3.811 0.328 -2.543  0.002
H21 -3.161 1.683 -1.549  0.001
H22 -4.328 0.546 -0.843  0.000
H23 3.288 -0.115 1.824  0.002
H24 3.129 0.787 0.276  0.002
H25 2.510 -0.901 0.439  0.001
H26 2.342 0.501 3.491  -0.001
H27 0.861 -0.488 3.615  0.000
H28 0.774 1.295 3.837  0.000
H29 1.979 2.851 1.077  0.003
H30 0.602 2.938 2.218  0.002
H31 0.294 2.766 0.471  0.008
C12 3.348 0.325 -2.597  0.239
C13 2.254 1.049 -2.079  0.179
C14 2.458 2.333 -1.578  0.012
C15 3.758 2.816 -1.470  0.241
C16 4.854 2.103 -1.954  0.083
C17 4.651 0.837 -2.493  0.043
O1 3.204 -1.023 -2.939  0.144
H32 2.541 -1.101 -3.633  0.007
H33 1.337 0.490 -1.913  0.009
H34 1.607 2.945 -1.222  -0.002
H35 3.863 3.760 -0.929  0.010
H36 5.841 2.549 -1.925  0.002
H37 5.489 0.212 -2.824  -0.001
Cl1 1.877 -4.848 -1.174  0.001
C18 1.030 -4.061 0.078  0.002
C19 0.712 -4.705 1.268  0.000
C20 0.047 -3.980 2.254  0.003
C21 -0.273 -2.633 2.021  0.008
N1 -0.019 -2.056 0.834  0.067
C22 0.655 -2.728 -0.118  0.005
H38 1.019 -5.737 1.407  0.000
H39 -0.194 -4.397 3.226  0.000
H40 -0.704 -2.000 2.807  0.001
H41 0.897 -2.234 -1.055  0.001

LUMO level (spin up / spin down), eV: -8.58 / -12.76
⟨S²⟩: 6.038
Kohn-Sham gap (spin up / spin down), hartree: 0.29798 / 0.17561
Total charge: +3
Total energy, Ha: -3858.80734
Energy relative to the best compared isomer or geometry (same formula, charge and spin), kcal/mol: 5.8
Spin multiplicity: 5



# 4
Below is the ion C5H8NS2 with charge +1 at a distorted geometry, with properties calculated with the ωB97M-V functional and the def2-TZVPD basis.

Each line ends with the Löwdin spin population.
Cartesian coordinates (Å):
C1 1.628 1.858 0.050  0.043
C2 0.384 1.215 0.298  0.420
C3 2.207 1.299 -1.044  0.477
C4 0.201 0.086 -0.484  0.497
C5 -0.979 -0.925 -0.425  0.072
N1 -0.896 -1.838 0.874  0.046
S1 1.387 -0.112 -1.619  0.339
S2 -2.650 -0.198 -0.391  0.051
H1 2.179 2.716 0.423  -0.005
H2 -0.364 1.295 1.060  0.021
H3 3.226 1.405 -1.229  0.026
H4 -1.172 -1.491 -1.314  0.000
H5 0.060 -2.289 0.802  0.002
H6 -0.919 -1.242 1.727  0.003
H7 -1.588 -2.576 0.852  0.005
H8 -2.702 0.797 0.421  0.003

LUMO level (spin up / spin down), eV: -3.60 / -6.45
⟨S²⟩: 2.033
Kohn-Sham gap (spin up / spin down), hartree: 0.20459 / 0.25038
Total charge: +1
Total energy, Ha: -1046.01358
Energy relative to the best compared isomer or geometry (same formula, charge and spin), kcal/mol: 29.3
Spin multiplicity: 3



# 5
Below is a structure of composition C15H27AlBN2O3 at a distorted geometry, with properties calculated with the ωB97M-V functional and the def2-TZVPD basis.

Each line ends with the natural charge from an NBO analysis.
Cartesian coordinates (Å):
C1 -3.842 0.235 0.271  -0.608
C2 -3.074 0.657 1.584  -0.222
C3 -3.728 1.947 2.067  -0.598
C4 -3.198 -0.490 2.580  -0.392
C5 -2.177 -0.467 3.746  -0.938
Al1 -0.291 0.102 3.254  0.942
C6 0.469 -0.896 1.619  -1.000
C7 1.279 0.045 0.861  0.457
O1 1.111 0.338 -0.295  -0.654
B1 1.103 -0.074 4.874  0.608
O2 1.808 -1.231 5.175  -0.915
O3 1.344 1.045 5.683  -0.942
H1 -3.122 0.141 -0.541  0.203
H2 -4.631 0.940 0.029  0.190
H3 -4.247 -0.764 0.411  0.197
H4 -2.055 0.865 1.265  0.217
H5 -3.673 2.666 1.248  0.194
H6 -4.794 1.782 2.225  0.185
H7 -3.257 2.380 2.946  0.220
H8 -4.200 -0.399 3.023  0.177
H9 -3.180 -1.473 2.111  0.187
H10 -2.107 -1.500 4.115  0.196
H11 -2.520 0.111 4.606  0.205
H12 -0.338 1.700 2.922  -0.413
H13 1.141 -1.674 1.994  0.226
H14 -0.273 -1.356 0.963  0.216
H15 2.129 0.491 1.419  0.099
H16 1.452 -1.938 4.626  0.482
H17 1.513 1.766 5.060  0.493
N1 -0.423 1.821 -3.990  -0.508
C8 -0.051 2.128 -5.272  -0.096
C9 1.318 2.172 -5.308  -0.315
C10 1.786 1.876 -3.998  -0.304
C11 0.688 1.662 -3.208  -0.073
H18 -1.369 1.727 -3.669  0.408
H19 -0.787 2.287 -6.041  0.198
H20 1.917 2.390 -6.177  0.210
H21 2.812 1.824 -3.673  0.218
H22 0.600 1.411 -2.163  0.257
N2 2.524 -3.005 -2.466  -0.507
C12 2.679 -1.662 -2.257  -0.064
C13 3.973 -1.339 -2.566  -0.307
C14 4.623 -2.534 -2.982  -0.314
C15 3.701 -3.545 -2.912  -0.096
H23 1.674 -3.515 -2.315  0.407
H24 1.858 -1.058 -1.906  0.249
H25 4.406 -0.355 -2.501  0.216
H26 5.648 -2.639 -3.297  0.210
H27 3.780 -4.595 -3.138  0.198

LUMO level, eV: 2.79
Kohn-Sham gap, hartree: 0.26873
Total charge: -1
Total energy, Ha: -1190.38183



# 6
Below is a cluster of 2 separate species, C9H14O in total at a distorted geometry, with properties calculated with the ωB97M-V functional and the def2-TZVPD basis.

Each line ends with the natural charge from an NBO analysis.
Cartesian coordinates (Å):
C1 -0.178 -1.654 2.644  -0.630
C2 0.539 -1.112 1.425  -0.025
C3 0.841 0.249 1.388  -0.186
C4 0.560 -1.780 0.200  -0.217
C5 1.553 0.765 0.280  -0.260
C6 1.099 -1.272 -0.950  -0.238
C7 1.632 0.042 -0.891  0.259
O1 2.525 0.450 -1.864  -0.705
H1 -0.094 -1.044 3.535  0.219
H2 0.300 -2.601 2.902  0.217
H3 0.634 0.893 2.228  0.207
H4 0.128 -2.770 0.234  0.209
H5 2.042 1.707 0.491  0.223
H6 1.247 -1.730 -1.927  0.228
H7 2.073 0.976 -2.533  0.480
H8 -1.216 -1.820 2.358  0.220
C8 -1.731 1.155 -0.443  -0.615
C9 -1.723 1.538 -1.913  -0.603
H9 -1.063 1.811 0.107  0.210
H10 -2.779 1.052 -0.152  0.205
H11 -1.375 0.136 -0.265  0.206
H12 -2.432 0.975 -2.521  0.206
H13 -0.739 1.404 -2.402  0.187
H14 -1.844 2.630 -1.934  0.202

LUMO level, eV: 0.88
SMILES string: Cc1ccc(O)cc1.CC
Kohn-Sham gap, hartree: 0.35651
Total energy, Ha: -426.53794
Energy relative to the best compared isomer or geometry (same formula, charge and spin), kcal/mol: 21.9